one) The following is a quantum chemistry calculation of the molecule C17H23N3O3, from the Open Molecules 2025 dataset.

Structure (ORCA input):
```
! wB97M-V def2-TZVPD RIJCOSX def2/J DEFGRID3
* xyz 0 1
C -6.04975 -1.95611 -1.14166
C -5.14091 -1.51390 -0.00119
C -3.69020 -1.92064 -0.25387
C -2.75962 -1.57158 0.90959
N -2.62859 -0.14319 1.10242
C -1.55899 0.54975 0.67559
O -0.57730 0.05282 0.16932
C -1.67137 2.06823 0.90857
N -0.48224 2.68881 0.39609
C -0.38667 3.13203 -0.93021
O -1.31769 3.29055 -1.67509
N 0.92423 3.40277 -1.14386
C 1.76770 2.89349 -0.08942
C 2.50837 1.61324 -0.51370
C 3.43917 1.09486 0.58524
C 3.95355 -0.27165 0.23006
C 3.09519 -1.36451 0.27906
C 3.54498 -2.62604 -0.06359
C 4.85937 -2.81266 -0.45988
C 5.71957 -1.73048 -0.51284
C 5.26701 -0.46703 -0.17160
C 0.74431 2.54015 0.98305
O 0.94238 2.19670 2.11953
H -7.07754 -1.65652 -0.95111
H -6.02233 -3.03756 -1.25395
H -5.72899 -1.50674 -2.07861
H -5.48573 -1.96426 0.93304
H -5.20800 -0.42872 0.10349
H -3.64324 -2.99892 -0.41609
H -3.32394 -1.42929 -1.15713
H -3.12860 -2.01931 1.83706
H -1.75542 -1.94827 0.70440
H -3.42618 0.35200 1.46668
H -2.52660 2.47608 0.36424
H -1.75674 2.27569 1.97809
H 1.27034 3.56798 -2.07421
H 2.47506 3.65257 0.26055
H 1.76155 0.85039 -0.74604
H 3.08254 1.81945 -1.42092
H 4.27032 1.78985 0.72213
H 2.87910 1.04007 1.52025
H 2.06992 -1.21843 0.58712
H 2.86980 -3.46840 -0.02045
H 5.21158 -3.79877 -0.72556
H 6.74597 -1.86906 -0.82098
H 5.94461 0.37459 -0.21360
*
```

SMILES string: CCCCNC(=O)CN1C(=O)N[C@H](CCc2ccccc2)C1=O
Frontier orbital gap (eV): 9.606

=====

two) The following is a quantum chemistry calculation of the molecule C17H23N3O3, from the Open Molecules 2025 dataset.

Structure (ORCA input):
```
! wB97M-V def2-TZVPD RIJCOSX def2/J DEFGRID3
* xyz 0 1
C -2.68778 -3.53160 -0.61042
O -3.87559 -2.92932 -0.16352
C -3.88220 -1.57145 0.01592
C -5.11066 -1.04822 0.46444
C -5.28268 0.29544 0.69222
C -4.19663 1.13390 0.46768
N -4.06399 2.48695 0.60357
C -2.78881 2.84462 0.25863
C -2.07348 1.73976 -0.10332
C -0.63775 1.65785 -0.53246
O -0.10679 2.92219 -0.86959
C 0.19479 0.93839 0.55291
N 1.28241 0.17212 -0.01878
C 2.33055 1.01988 -0.55766
C 3.32201 0.17125 -1.34531
C 3.96935 -0.87957 -0.43506
C 4.90969 -0.23221 0.57793
N 5.99834 0.34561 0.01199
O 4.74562 -0.22808 1.77646
C 2.86108 -1.68066 0.25060
C 1.84916 -0.76669 0.93644
C -2.95803 0.62455 0.02146
C -2.80009 -0.74452 -0.20955
H -1.86589 -3.37677 0.09691
H -2.39113 -3.15550 -1.59532
H -2.90476 -4.59649 -0.68215
H -5.91864 -1.74460 0.62208
H -6.23044 0.68447 1.03316
H -4.78934 3.12064 0.89070
H -2.49174 3.87597 0.28327
H -0.57085 1.06817 -1.45391
H -0.11874 3.47276 -0.07872
H 0.55204 1.68914 1.28442
H -0.45938 0.24392 1.08403
H 1.87480 1.75925 -1.21751
H 2.86378 1.55658 0.24974
H 4.07362 0.81885 -1.80067
H 2.78241 -0.34265 -2.14281
H 4.57977 -1.55828 -1.04380
H 6.17091 0.32049 -0.97619
H 6.67478 0.79142 0.60894
H 3.29515 -2.34806 0.99618
H 2.34614 -2.27995 -0.50255
H 1.03683 -1.37550 1.34339
H 2.34236 -0.24694 1.77253
H -1.85020 -1.11709 -0.55631
*
```

SMILES string: COc1ccc2[nH]cc([C@@H](O)CN3CCC(C(N)=O)CC3)c2c1
Frontier orbital gap (eV): 8.600

=====

Stability summary - winner: one); margin: 1.965 eV.

=====

one) The following is a quantum chemistry calculation of the molecule C3H7N5, from the Open Molecules 2025 dataset.

Structure (ORCA input):
```
! wB97M-V def2-TZVPD RIJCOSX def2/J DEFGRID3
* xyz 0 1
H 0.02292 3.50935 0.17659
N 0.89471 3.34377 -0.29642
C 1.00234 2.11052 -0.13482
N 0.28502 1.18747 0.59908
C 0.26615 -0.17334 0.27879
N 1.48153 -0.69450 -0.07195
N -0.84893 -0.74436 0.22048
N -0.88922 -2.04172 -0.20296
C -2.05689 -2.50464 -0.31070
H 1.86197 1.64200 -0.79116
H -0.63013 1.57760 0.99631
H 1.57528 -1.69402 -0.07609
H 2.22504 -0.13827 0.27730
H -2.88057 -1.93277 0.05467
H -2.30922 -3.44709 -0.71912
*
```

SMILES string: [H]/N=C\N/C(N)=N/N=C
Frontier orbital gap (eV): 9.901

=====

two) The following is a quantum chemistry calculation of a cluster of 2 separate species, C3H7N5 in total, from the Open Molecules 2025 dataset.

Structure (ORCA input):
```
! wB97M-V def2-TZVPD RIJCOSX def2/J DEFGRID3
* xyz 0 1
C 1.58605 -0.57022 0.22903
C 0.19252 -0.28559 0.01624
C -2.52355 -0.07991 -0.07211
H 2.63510 0.14223 -1.32660
H 2.69107 1.20332 -0.00359
H 1.89623 -1.13982 1.55157
H 1.72112 -1.56550 -0.27510
H -3.56319 0.01638 -0.06166
H -1.56138 1.55811 -1.13877
H -0.85592 1.09520 1.48615
N 2.61395 0.22204 -0.27121
N -0.66430 -1.17217 -0.44631
N -1.90594 -1.25805 0.13655
N -1.66602 0.99662 -0.38808
N -0.59575 0.83737 0.56390
*
```

Frontier orbital gap (eV): 9.699

=====

Stability summary - winner: one); margin: 4.033 eV.

=====

one) The following is a quantum chemistry calculation of the molecule C3H7N5, from the Open Molecules 2025 dataset.

Structure (ORCA input):
```
! wB97M-V def2-TZVPD RIJCOSX def2/J DEFGRID3
* xyz 0 1
H -3.37274 -0.75520 -2.32764
N -2.49122 -0.72080 -1.88226
C -2.82996 -0.14975 -0.75769
N -1.88892 0.25467 0.19219
C -0.50408 0.10973 0.29030
N 0.15688 0.83120 1.21994
C 1.55716 0.69190 0.96213
N 2.01390 -0.33526 0.28666
N 3.48022 -0.36305 -0.00049
H -3.85402 -0.03019 -0.16996
H -2.42565 0.95973 0.79785
H 0.13003 -0.29917 -0.47016
H 2.26325 1.28769 1.53810
H 4.12962 -0.04949 0.80687
H 3.63553 -1.43201 -0.48585
*
```

SMILES string: [H]/N=C/N/C=N/C=N/N
Frontier orbital gap (eV): 8.338

=====

two) The following is a quantum chemistry calculation of the molecule C3H7N5, from the Open Molecules 2025 dataset.

Structure (ORCA input):
```
! wB97M-V def2-TZVPD RIJCOSX def2/J DEFGRID3
* xyz 0 1
N -3.17559 0.27799 0.01975
N -2.04675 -0.74366 -0.11890
C -0.89833 -0.32422 -0.23061
C 0.32762 -1.16377 -0.32100
N 1.40339 0.02665 -0.06659
N 2.66248 -0.23859 0.14267
C 0.67406 1.17186 -0.21968
N -0.64241 1.07593 -0.38388
H -3.68223 -0.19648 0.82187
H -2.85164 1.04577 0.67554
H 0.56740 -1.58729 -1.43475
H 0.39697 -1.85657 0.44292
H 3.14282 0.53690 -0.49115
H 2.80590 -0.12170 1.31730
H 1.31631 2.09717 -0.15349
*
```

SMILES string: N/N=C1/CN(N)C=N1
Frontier orbital gap (eV): 8.777

=====

three) The following is a quantum chemistry calculation of a structure of composition C3H7N5, from the Open Molecules 2025 dataset.

Structure (ORCA input):
```
! wB97M-V def2-TZVPD RIJCOSX def2/J DEFGRID3
* xyz 0 1
C 0.45378 2.38910 1.53595
C 0.91233 1.94470 -0.01378
C -0.73599 -1.52572 -0.53735
H 0.95266 3.53956 1.56141
H 0.53057 1.36204 2.21428
H -0.81187 2.56773 1.59003
H 0.58852 2.92845 -0.67990
H 2.02896 1.91200 -0.23307
H -2.43169 -2.38901 -0.66669
H -1.75631 0.83289 -1.13727
N 0.37034 0.65442 -0.45354
N 1.07648 -0.43736 0.03786
N 0.63504 -1.63272 0.02088
N -1.50229 -2.54799 -0.31719
N -0.99123 0.02049 -0.51054
*
```

Frontier orbital gap (eV): 8.843

=====

Stability summary - winner: one); margin: 0.740 eV.

=====

one) The following is a quantum chemistry calculation of a cluster of 2 separate species, C4H8ClN in total, from the Open Molecules 2025 dataset.

Structure (ORCA input):
```
! wB97M-V def2-TZVPD RIJCOSX def2/J DEFGRID3
* xyz 0 1
C 1.62369 0.79863 -0.03046
C -0.58065 -0.59367 -0.36108
C 0.90333 2.08597 0.05080
C -0.32356 -1.93987 0.19132
N 2.88214 0.78071 0.06488
Cl 3.80128 -0.66478 -0.03550
H -0.60706 -0.48490 -1.42986
H -1.16897 0.09198 0.21809
H 0.23259 2.08264 0.90876
H 0.30870 2.21365 -0.85187
H 1.59846 2.92416 0.15113
H -1.26907 -2.48677 0.29552
H 0.12915 -1.89134 1.18158
H 0.32454 -2.51616 -0.46447
*
```

Frontier orbital gap (alpha / beta) (eV): 7.791 / 8.701

=====

two) The following is a quantum chemistry calculation of the molecule C4H8ClN, from the Open Molecules 2025 dataset.

Structure (ORCA input):
```
! wB97M-V def2-TZVPD RIJCOSX def2/J DEFGRID3
* xyz 0 1
Cl -2.48657 0.13046 1.48248
C -0.79782 -0.44881 1.39078
C 0.01740 0.40883 0.44618
C 1.29802 -0.24014 -0.21837
N 0.95415 0.37964 -1.49523
C -0.42206 0.54773 -1.02795
H -0.76281 -1.45210 0.99319
H -0.39349 -0.48837 2.43022
H 0.14766 1.44649 0.86899
H 1.13102 -1.30620 -0.24431
H 2.23290 0.06132 0.24998
H 1.03573 -0.15493 -2.32284
H -0.88839 1.49715 -1.34028
H -1.06573 -0.38107 -1.21284
*
```

SMILES string: ClCC1CNC1
Frontier orbital gap (eV): 10.251

=====

three) The following is a quantum chemistry calculation of a cluster of 2 separate species, C4H8ClN in total, from the Open Molecules 2025 dataset.

Structure (ORCA input):
```
! wB97M-V def2-TZVPD RIJCOSX def2/J DEFGRID3
* xyz 0 1
C 0.86612 -0.51428 0.86764
C 0.64601 -1.82719 0.38297
C -1.01212 0.73334 -1.33408
C -0.56907 1.47395 -0.14658
N 1.60472 -0.16895 1.75896
Cl 1.55149 1.43990 2.37051
H -0.30472 -2.23405 0.89462
H 1.53725 -2.51093 0.43179
H 0.39160 -1.78097 -0.71999
H -1.11380 1.27688 -2.21630
H -2.14481 0.33450 -1.18873
H -0.44921 -0.17542 -1.43045
H -1.26723 1.83884 0.53855
H 0.26379 2.11437 -0.20891
*
```

Frontier orbital gap (alpha / beta) (eV): 8.419 / 7.936

=====

Stability summary - winner: two); margin: 3.540 eV.